1.
45
Properties=species:S:1:pos:R:3:forces:R:3 method="wB97M-V/def2-TZVPD" e_above_lowest_kcal_mol=0.00 total_charge=+1 gap_ev=4.44 energy_ha=-5998.63549
Br -1.531 -7.871 -1.523 -0.1 0.4 0.0
Br 2.834 4.118 -4.722 -0.3 -0.2 0.2
C 0.952 3.276 3.425 0.4 0.0 -0.1
C -1.009 0.491 -1.589 -0.4 -0.3 -0.9
C 0.326 0.336 2.837 -0.1 0.3 -1.7
C -1.032 -0.890 -1.744 0.2 0.1 0.0
C -0.728 -5.197 -2.092 -0.1 0.5 0.1
C -2.740 -4.015 -0.532 0.3 0.1 -0.2
C 1.640 3.010 -3.783 -0.5 -0.2 0.4
C -0.130 1.330 -2.348 0.6 0.3 -0.2
C 1.680 2.624 4.603 -0.2 0.7 0.1
C 1.273 2.574 2.101 -0.2 0.7 -0.2
C 0.602 1.261 1.882 0.0 -1.0 0.8
C 0.892 0.788 -3.185 0.1 0.5 0.0
C -0.241 2.746 -2.278 0.2 -0.3 0.0
C 1.763 1.615 -3.887 -0.4 -0.2 0.3
C -2.665 -5.401 -0.626 0.2 0.2 -0.1
C 0.554 0.363 4.263 0.4 0.4 1.6
C -1.883 -1.755 -1.078 0.1 0.1 -0.1
C -1.654 -5.998 -1.403 -0.2 0.6 0.1
C 1.116 1.321 5.042 -0.2 -1.1 -0.4
C 0.629 3.573 -2.980 0.0 -0.3 0.0
C -0.804 -3.811 -1.997 -0.3 -0.3 0.2
C -1.808 -3.177 -1.206 0.0 -0.7 -0.2
H 2.535 1.172 -4.510 -0.1 0.2 0.1
H 2.368 2.472 2.033 -0.2 -0.1 -0.2
H 0.052 -5.651 -2.698 -0.2 0.0 0.1
H -0.127 3.283 3.603 0.0 0.0 0.0
H 1.017 -0.290 -3.275 0.1 0.4 0.0
H 1.636 3.306 5.465 0.1 -0.1 -0.2
H -3.520 -3.540 0.067 0.2 -0.3 -0.1
H -1.029 3.168 -1.650 0.3 0.0 -0.2
H 2.744 2.515 4.338 -0.2 0.0 0.2
H -0.070 -3.213 -2.537 -0.2 -0.3 0.2
H 0.532 4.653 -2.910 0.0 -0.2 0.0
H -0.338 -1.330 -2.453 -0.1 0.2 0.3
H -3.382 -6.024 -0.099 0.1 0.1 -0.1
H -2.649 -1.330 -0.427 0.1 -0.1 0.0
H 0.244 -0.561 4.769 0.1 0.5 -0.1
H 1.219 1.129 6.116 -0.1 -0.2 -0.4
H 0.966 3.237 1.279 0.2 -0.1 0.1
H 1.281 4.321 3.357 -0.1 -0.2 0.0
H -0.113 -0.614 2.499 0.1 0.5 0.0
H 0.384 1.026 0.835 0.0 -0.1 0.3
H -1.784 0.959 -0.980 0.3 0.0 0.1

***

2.
13
Properties=species:S:1:pos:R:3:forces:R:3 method="wB97M-V/def2-TZVPD" e_above_lowest_kcal_mol=1.64 total_charge=0 gap_ev=10.48 energy_ha=-286.62903 smiles="O=C1CCCN1"
O 0.244 -0.582 -2.482 -0.2 -0.1 0.3
N 0.757 -1.051 -0.283 0.1 0.1 -0.2
C 0.073 -0.414 -1.294 0.0 -0.1 -0.2
C 0.812 -0.207 0.901 0.0 0.1 0.2
C -0.920 0.535 -0.626 0.0 0.0 -0.1
C -0.560 0.495 0.869 0.0 0.0 0.1
H 0.977 -0.791 1.810 -0.1 0.1 -0.1
H 1.626 0.528 0.809 -0.1 -0.1 0.1
H -0.830 1.529 -1.075 0.0 -0.1 0.1
H -1.933 0.177 -0.831 0.2 0.1 0.0
H -1.287 -0.098 1.432 0.1 0.1 -0.1
H 1.555 -1.608 -0.554 0.0 0.1 0.0
H -0.513 1.488 1.322 0.0 -0.2 -0.1

***

3.
12
Properties=species:S:1:pos:R:3:forces:R:3 method="wB97M-V/def2-TZVPD" e_above_lowest_kcal_mol=38.23 total_charge=0 gap_ev=10.59 energy_ha=-302.63218 smiles=N#C[C@H](O)CN
O 0.878 -0.201 1.276 0.2 -0.2 -0.1
N -1.599 -0.653 0.426 -0.1 0.1 0.1
N 2.697 0.458 -1.363 -1.0 0.2 0.4
C 0.524 0.523 0.103 0.0 0.1 0.0
C 1.713 0.561 -0.765 0.8 -0.1 -0.6
C -0.745 -0.064 -0.587 0.1 0.0 -0.1
H -0.473 -0.811 -1.345 0.1 0.0 0.3
H -1.285 0.727 -1.124 0.2 -0.1 0.1
H -0.966 -0.956 1.165 -0.4 -0.2 0.0
H -2.169 0.068 0.856 -0.1 0.0 -0.1
H 1.341 -1.016 1.030 0.0 0.2 0.0
H 0.285 1.530 0.457 0.1 -0.1 -0.1